Formula: C62H72N4O4PSV
Source: OMol25
Level of theory: wB97M-V/def2-TZVPD

Computed properties:
- LUMO energy (spin up / spin down): 2.4 / 2.4 eV
- 2S+1: 2
- Relative energy (zero: lowest compared OMol25 entry of this formula, charge and spin): 0.000 eV
- F_max: 3.595 eV Å⁻¹
- Charge: -1

Atoms and positions in Å:
V (0.55, -0.52, -0.44)
N (-3.83, -0.28, -0.66)
C (-2.54, -0.64, -0.32)
S (-1.68, -1.71, -1.36)
N (-2.08, -0.15, 0.79)
N (-0.76, -0.55, 1.03)
C (-0.54, -1.28, 2.14)
C (-1.56, -1.68, 3.14)
C (-2.67, -0.88, 3.47)
C (-3.59, -1.29, 4.42)
C (-3.46, -2.50, 5.08)
C (-2.39, -3.32, 4.74)
C (-1.47, -2.92, 3.78)
C (0.78, -1.84, 2.12)
C (1.52, -2.24, 3.24)
C (2.79, -2.73, 3.09)
C (3.32, -2.85, 1.79)
C (2.58, -2.41, 0.73)
N (1.34, -1.88, 0.86)
H (-4.25, -0.90, -1.32)
H (-4.42, -0.03, 0.12)
H (-2.80, 0.07, 2.97)
H (-4.43, -0.64, 4.66)
H (-4.17, -2.81, 5.83)
H (-2.28, -4.29, 5.21)
H (-0.68, -3.61, 3.50)
H (1.09, -2.12, 4.22)
H (3.38, -3.02, 3.95)
H (4.31, -3.25, 1.62)
H (2.99, -2.45, -0.27)
C (4.32, 4.33, -3.60)
C (3.05, 3.87, -2.93)
C (2.03, 5.00, -2.85)
O (3.33, 3.37, -1.64)
C (2.48, 2.25, -1.34)
C (1.71, 2.08, -2.68)
O (2.51, 2.77, -3.64)
C (1.13, 0.72, -3.14)
O (0.49, 0.24, -1.99)
C (0.02, 0.98, -4.19)
C (-0.22, 2.21, -4.78)
C (-1.29, 2.38, -5.66)
C (-2.13, 1.32, -5.94)
C (-1.89, 0.08, -5.36)
C (-0.82, -0.09, -4.49)
C (2.11, -0.26, -3.79)
C (2.29, -1.56, -3.33)
C (3.16, -2.43, -3.98)
C (3.83, -2.02, -5.12)
C (3.61, -0.75, -5.62)
C (2.75, 0.12, -4.97)
C (3.25, 1.14, -0.57)
O (2.43, 0.07, -0.29)
C (3.68, 1.80, 0.77)
C (4.78, 2.66, 0.86)
C (5.17, 3.19, 2.08)
C (4.48, 2.86, 3.24)
C (3.38, 2.01, 3.16)
C (2.99, 1.49, 1.94)
C (4.56, 0.60, -1.19)
C (5.07, 0.93, -2.43)
C (6.28, 0.39, -2.87)
C (7.00, -0.49, -2.07)
C (6.47, -0.84, -0.83)
C (5.28, -0.30, -0.39)
H (4.76, 5.14, -3.01)
H (4.09, 4.70, -4.60)
H (5.04, 3.52, -3.67)
H (2.48, 5.87, -2.36)
H (1.16, 4.70, -2.25)
H (1.69, 5.28, -3.85)
H (1.73, 2.55, -0.61)
H (0.80, 2.66, -2.53)
H (0.44, 3.05, -4.59)
H (-1.47, 3.35, -6.11)
H (-2.97, 1.46, -6.61)
H (-2.54, -0.76, -5.57)
H (-0.65, -1.04, -4.02)
H (1.73, -1.90, -2.48)
H (3.29, -3.43, -3.59)
H (4.52, -2.70, -5.61)
H (4.11, -0.44, -6.53)
H (2.57, 1.11, -5.38)
H (5.34, 2.91, -0.04)
H (6.03, 3.85, 2.13)
H (4.79, 3.26, 4.20)
H (2.84, 1.74, 4.06)
H (2.15, 0.81, 1.87)
H (4.52, 1.58, -3.09)
H (6.66, 0.67, -3.85)
H (7.94, -0.89, -2.40)
H (7.01, -1.54, -0.19)
H (4.88, -0.57, 0.58)
C (1.66, 7.46, 2.22)
C (2.38, 6.46, 1.31)
C (1.39, 5.40, 0.80)
C (0.24, 5.09, 1.80)
C (0.79, 5.26, 3.22)
C (1.16, 6.74, 3.48)
P (-0.45, 3.40, 1.33)
C (-1.84, 3.85, 0.12)
C (-1.99, 5.33, -0.28)
C (-2.43, 5.53, -1.74)
C (-3.46, 4.49, -2.18)
C (-2.92, 3.05, -2.02)
C (-1.67, 2.99, -1.14)
C (-1.45, 2.89, 2.82)
C (-2.35, 3.98, 3.43)
C (-2.47, 3.86, 4.95)
C (-2.55, 2.40, 5.36)
C (-1.20, 1.71, 5.12)
C (-0.49, 2.23, 3.84)
H (0.82, 7.89, 1.67)
H (2.32, 8.28, 2.49)
H (3.17, 5.97, 1.88)
H (2.85, 6.96, 0.47)
H (1.94, 4.48, 0.60)
H (0.96, 5.73, -0.15)
H (-0.56, 5.83, 1.68)
H (1.67, 4.63, 3.34)
H (0.06, 4.96, 3.98)
H (1.92, 6.78, 4.26)
H (0.28, 7.27, 3.87)
H (-2.76, 3.51, 0.61)
H (-1.04, 5.86, -0.16)
H (-2.71, 5.82, 0.39)
H (-1.56, 5.47, -2.40)
H (-2.84, 6.53, -1.85)
H (-3.75, 4.68, -3.21)
H (-4.37, 4.62, -1.57)
H (-2.68, 2.61, -3.00)
H (-3.68, 2.41, -1.57)
H (-0.80, 3.39, -1.69)
H (-1.43, 1.96, -0.89)
H (-2.07, 2.09, 2.41)
H (-3.35, 3.88, 2.99)
H (-2.00, 4.98, 3.16)
H (-3.36, 4.40, 5.29)
H (-1.61, 4.33, 5.44)
H (-3.33, 1.90, 4.77)
H (-2.83, 2.30, 6.42)
H (-1.35, 0.63, 5.05)
H (-0.54, 1.88, 5.98)
H (0.03, 1.42, 3.34)
H (0.27, 2.95, 4.14)